143
Properties=species:S:1:pos:R:3:forces:R:3 method="wB97M-V/def2-TZVPD" e_homo_ha=-0.6022 e_tot_ev=-63941.3182 e_above_lowest_kj_mol=4739.3 homo_lumo_gap_ev=8.369 mol_weight_g_mol=746.01 total_charge=+4
C -1.748 -3.502 2.810 -2.22 2.65 3.86
C -2.522 -2.316 3.510 0.76 -0.24 -0.64
N -1.701 -1.518 4.545 -0.04 -1.34 0.47
C -2.583 -0.379 5.009 0.66 -0.68 -0.24
C -1.406 -2.546 5.681 -1.85 0.15 0.04
C -2.700 -3.060 6.365 0.83 -0.88 0.67
C -0.347 -1.022 4.036 -0.38 1.15 -1.13
C -0.437 0.259 3.133 -0.03 0.13 0.74
O -1.211 0.018 1.999 -5.92 7.76 8.84
C -1.284 1.150 1.098 -1.07 -1.72 5.57
H -0.893 -3.158 2.227 0.04 2.11 4.15
H -2.437 -3.903 2.067 -0.59 0.12 0.58
H -1.422 -4.341 3.424 -0.51 1.32 0.54
H -3.444 -2.685 3.958 0.37 0.05 0.50
H -2.870 -1.565 2.801 0.40 -0.20 -0.33
H -2.835 0.157 4.094 0.08 0.42 0.39
H -1.983 0.156 5.745 -0.39 0.39 -0.12
H -3.499 -0.777 5.445 0.25 -0.01 0.02
H -0.799 -2.125 6.483 0.25 0.37 -0.50
H -0.895 -3.356 5.161 0.15 0.13 0.38
H -3.259 -2.364 6.990 0.09 0.36 -0.46
H -2.318 -3.750 7.116 0.22 -0.09 0.21
H -3.372 -3.729 5.828 0.04 0.47 -0.52
H 0.146 -1.816 3.475 -0.20 -0.15 0.22
H 0.297 -0.742 4.870 -0.29 -0.24 0.26
H 0.512 0.547 2.681 0.89 -0.17 0.84
H -0.779 1.110 3.722 -0.10 0.09 0.08
H -1.808 0.907 0.175 -1.37 -0.94 3.05
H -0.267 1.364 0.769 -1.65 -2.04 6.72
H -1.670 2.006 1.651 -0.37 -0.30 0.11
C 3.070 0.475 0.986 0.75 -1.00 -0.23
C 2.842 -0.559 -0.159 -0.19 0.00 0.70
C 2.472 0.160 -1.466 1.13 -2.24 -1.29
N 1.807 -0.641 -2.595 -1.33 -2.67 0.13
C 0.461 -1.196 -2.078 1.47 3.49 -5.15
C 2.733 -1.833 -3.031 -0.56 1.41 -0.11
C 3.433 -1.239 -4.235 0.98 -0.67 -0.51
C 2.460 -0.338 -5.011 -0.26 0.44 0.33
C 1.517 0.192 -3.931 1.65 -1.64 0.98
H 3.942 1.076 0.729 -0.08 0.16 -0.09
H 3.352 0.066 1.956 0.04 -0.75 -0.14
H 2.257 1.155 1.240 0.37 -2.64 -0.38
H 2.005 -1.198 0.125 0.50 0.21 -0.11
H 3.727 -1.195 -0.169 0.07 0.08 -0.49
H 3.309 0.467 -2.094 0.70 0.68 0.96
H 1.721 0.924 -1.265 2.56 -2.69 0.47
H 0.492 -1.809 -1.178 1.87 12.27 -11.02
H -0.015 -1.717 -2.909 0.21 -0.52 0.00
H -0.152 -0.305 -1.946 1.59 -2.36 -1.06
H 2.140 -2.726 -3.227 -0.29 0.30 -0.19
H 3.426 -2.072 -2.223 -0.11 0.16 -0.01
H 3.879 -2.041 -4.824 -0.16 0.06 -0.25
H 4.304 -0.709 -3.850 -0.06 0.46 -0.21
H 1.882 -0.796 -5.813 0.02 -0.74 0.35
H 2.874 0.509 -5.557 0.73 -0.06 0.36
H 0.474 0.090 -4.229 1.38 -1.46 0.58
H 1.590 1.249 -3.675 1.91 -0.82 0.15
C -0.845 -1.151 0.499 2.03 -7.52 -4.70
C 0.018 -2.383 0.198 0.02 -1.43 1.71
C -0.732 -3.664 0.471 0.50 -1.45 -2.68
N -0.046 -5.003 0.292 -0.84 -1.76 -1.31
C 0.180 -5.342 -1.252 0.75 0.28 1.97
C 1.104 -5.260 1.238 1.29 0.45 0.35
C 0.541 -5.581 2.665 -0.71 0.83 -1.18
C -0.853 -6.115 2.318 0.03 -2.35 0.30
C -1.013 -6.157 0.782 0.30 1.21 1.11
H -0.512 -0.244 -0.006 -1.99 -5.73 2.07
H -0.670 -0.834 1.527 1.38 -4.04 -2.15
H -1.887 -1.416 0.315 -0.22 0.14 0.18
H 0.991 -2.354 0.688 -0.22 -0.27 1.20
H 0.449 -2.260 -0.796 -1.82 -14.39 11.04
H -1.606 -3.746 -0.175 -0.10 0.20 -0.29
H -1.134 -3.687 1.484 0.97 -1.68 -5.05
H 0.848 -4.587 -1.666 -0.22 -0.02 -0.04
H -0.784 -5.405 -1.756 0.05 0.28 0.26
H 0.666 -6.317 -1.286 0.01 0.10 -0.03
H 1.695 -6.066 0.803 -0.32 -0.38 0.23
H 1.825 -4.443 1.278 -0.34 0.38 -0.28
H 1.158 -6.229 3.288 0.04 -0.29 -0.60
H 0.380 -4.710 3.300 0.65 0.42 -0.33
H -0.851 -7.111 2.759 -0.46 -0.33 -0.50
H -1.694 -5.619 2.803 0.47 -0.85 -0.55
H -0.676 -7.089 0.328 0.00 0.18 0.05
H -2.047 -5.931 0.522 0.19 0.00 -0.48
C 5.021 7.036 0.655 0.26 0.04 0.06
C 4.540 5.566 0.685 0.29 0.55 -0.50
C 3.024 5.559 0.480 -0.56 -1.80 0.13
N 2.437 4.117 0.199 1.49 0.61 -1.06
C 2.625 3.202 1.386 -1.07 1.55 -1.06
C 3.091 3.393 -1.068 -1.66 2.26 -0.96
C 1.877 2.803 -1.800 5.17 2.97 0.70
C 0.679 3.004 -0.946 5.83 8.25 2.17
C 0.956 4.250 -0.168 0.87 0.48 0.04
H 6.025 7.223 1.037 -0.22 -0.47 0.92
H 4.271 7.633 1.172 0.39 0.40 0.01
H 5.227 7.440 -0.336 -0.96 -0.27 -0.43
H 4.824 5.039 1.596 -0.17 0.34 0.28
H 5.084 5.035 -0.095 -0.35 -0.16 -0.32
H 2.626 6.201 -0.306 0.49 -0.12 -0.27
H 2.427 5.796 1.361 0.48 0.46 0.33
H 2.031 3.629 2.194 0.35 -0.06 0.26
H 3.683 3.061 1.607 -0.23 0.24 0.09
H 2.200 2.257 1.045 0.03 2.40 0.32
H 3.879 2.673 -0.846 -0.15 0.36 0.46
H 3.383 4.118 -1.827 1.09 0.60 0.98
H 2.150 1.751 -1.884 1.31 3.88 -1.10
H 1.650 3.177 -2.798 0.63 0.63 -0.08
H 0.537 2.213 -0.210 6.76 4.06 0.18
H -0.249 2.961 -1.516 2.41 5.45 1.27
H 0.348 4.433 0.718 0.20 0.04 0.09
H 0.867 5.083 -0.865 0.14 0.34 0.29
C -5.312 1.724 0.038 0.19 0.33 -1.31
C -4.895 1.931 -1.445 1.00 -0.45 0.36
C -3.377 2.268 -1.560 -1.13 -0.24 -0.50
N -2.781 2.109 -2.983 0.57 0.54 -0.51
C -3.596 2.937 -3.999 0.28 -0.47 0.76
C -1.245 2.510 -3.022 -2.98 0.45 -0.41
C -0.624 1.745 -4.164 -1.32 1.21 -1.66
C -1.522 0.520 -4.390 -0.81 0.08 0.25
C -2.661 0.640 -3.336 0.61 -0.27 -0.61
H -4.781 0.845 0.403 -0.07 0.06 0.35
H -6.377 1.505 -0.043 0.03 0.04 0.63
H -5.121 2.606 0.649 -0.15 -0.13 0.11
H -5.571 2.625 -1.945 0.24 -0.01 -0.05
H -4.993 0.922 -1.846 -0.34 0.12 -0.58
H -2.896 1.518 -0.932 -0.12 0.60 -0.37
H -3.182 3.277 -1.197 0.23 0.01 -0.18
H -3.693 3.935 -3.571 -0.11 -0.07 -0.08
H -4.568 2.461 -4.120 0.08 0.12 0.11
H -3.120 3.013 -4.977 0.31 -0.27 0.24
H -1.155 3.596 -3.001 -0.27 0.03 -0.52
H -0.810 2.155 -2.088 -3.99 0.74 -3.34
H -0.601 2.252 -5.128 -0.34 0.75 0.18
H 0.428 1.485 -4.047 -2.64 1.79 0.15
H -1.869 0.442 -5.421 -0.05 0.11 0.10
H -0.938 -0.377 -4.186 -0.78 -0.34 -0.04
H -3.611 0.172 -3.593 0.06 0.34 -0.10
H -2.198 0.211 -2.448 -1.82 -0.07 -1.34
B -0.227 1.231 -0.826 -0.71 -2.39 -2.15
F -0.806 2.293 -0.135 -10.75 4.62 -3.49
F 0.647 0.500 -0.029 3.45 0.91 -0.98
F -1.253 0.340 -1.272 -0.73 3.33 -0.16
F 0.520 1.651 -1.917 -5.15 -14.62 -6.10